(1)
Molecular formula: C23H24N6OSeTi
Method: DFT, wB97M-V/def2-TZVPD

The value obtained for the HOMO energy is -14.772 eV. As for the relative energy (zero: lowest compared OMol25 entry of this formula, charge and spin): 0.8 kcal per mole. For the HOMO-LUMO gap, the calculation gives 0.2569 Eh. The charge is +2. The molar mass is 527.31 g/mol.

Geometry as XYZ:
```
56
Properties=species:S:1:pos:R:3:forces:R:3
Se -0.386942 1.076872 -2.897979 -0.1 0.0 0.1
Ti -0.308942 0.329185 -0.487137 -0.3 0.4 -0.1
O 2.287150 -2.605865 -1.345498 -0.3 0.1 0.0
N 1.282661 -0.628571 -0.782824 -0.1 0.2 0.0
N -1.059961 -1.549525 -1.189644 0.0 0.0 0.0
N -1.385752 3.749351 -2.029917 -0.1 0.2 0.0
N 1.133453 1.837277 -0.169889 0.1 -0.1 -0.2
N -4.080215 2.751009 0.054986 -0.2 0.1 -0.1
N -2.152623 1.274344 -0.178997 -0.3 0.2 0.0
C 3.435881 2.389752 -0.455207 -0.5 -0.3 0.1
C -0.368819 -3.702656 -1.988106 0.1 0.4 0.3
C 1.285033 -1.985231 2.174037 0.0 0.2 0.1
C 2.396873 1.461850 -0.424709 0.6 0.1 -0.2
C -3.074532 1.998163 -0.113702 0.8 -0.7 0.3
C -1.004366 -1.228153 1.943079 0.0 0.1 0.0
C -0.105703 -2.450432 -1.455122 0.3 -0.5 -0.3
C -0.559814 0.092166 2.144283 -0.2 0.1 -0.2
C -4.883445 3.214050 -1.072406 -0.2 0.2 -0.3
C 1.843296 4.099886 0.080076 -0.2 -0.3 0.0
C -0.054833 -2.254093 1.944240 0.0 0.2 0.0
C -2.469969 -1.548677 1.873960 0.0 0.0 0.1
C 3.154081 3.721035 -0.194425 -0.2 -0.1 0.0
C -1.692499 -4.035920 -2.241134 0.0 0.1 0.0
C -2.333510 -1.865755 -1.442809 -0.3 -0.2 -0.2
C 2.589506 0.001054 -0.724156 0.4 0.1 0.0
C -2.684778 -3.108321 -1.965356 0.2 0.4 0.2
C 1.713385 -0.678766 2.407964 -0.1 -0.1 0.1
C -4.500636 3.150207 1.393009 -0.1 0.1 0.5
C 0.855654 3.129415 0.072554 0.0 0.5 0.2
C 0.793566 0.356755 2.388089 0.1 0.0 0.1
C -0.990073 2.742586 -2.426790 -0.1 -0.1 -0.1
C 1.287186 -1.953169 -1.195072 0.2 -0.5 -0.1
H 1.108325 1.372017 2.604995 0.0 -0.1 0.0
H -2.650562 -2.479223 1.340706 0.0 0.0 0.0
H 3.115008 -0.136694 -1.683672 -0.1 0.0 0.3
H -2.854532 -1.679022 2.887557 0.0 0.0 0.0
H -0.191133 3.377809 0.238628 0.3 0.0 0.0
H 4.438032 2.069284 -0.690820 0.1 -0.1 0.0
H -3.719563 -3.327151 -2.165214 -0.2 0.0 0.0
H -4.379214 2.959056 -1.999894 -0.1 0.0 -0.1
H -3.047308 -0.748522 1.407652 0.0 0.0 0.0
H -0.381587 -3.274528 1.802161 0.0 -0.1 0.0
H -1.288831 0.897111 2.258413 0.1 -0.2 0.0
H -4.386210 4.229627 1.487941 0.0 0.0 0.1
H -3.886190 2.641675 2.135375 -0.1 0.1 0.0
H 2.747728 -0.480460 2.643031 0.1 0.0 0.0
H 3.208565 -0.479310 0.050542 -0.1 0.1 -0.2
H 1.993323 -2.798248 2.206104 0.1 -0.1 0.0
H -3.075740 -1.100046 -1.238494 0.1 -0.1 0.0
H 0.449625 -4.374291 -2.198460 0.1 0.0 0.0
H -4.971143 4.298257 -1.003251 0.0 -0.1 -0.1
H 1.586026 5.129396 0.278791 0.0 0.0 0.0
H -5.547259 2.873982 1.531558 0.1 0.0 0.0
H -5.868140 2.746533 -1.011006 0.1 0.1 -0.1
H -1.943489 -4.998637 -2.659881 0.0 -0.1 0.0
H 3.942973 4.458162 -0.212181 0.0 0.0 0.0
```
Forces are in eV/Å.

(2)
Molecular formula: C23H25BrCuN6O6S2
Method: DFT, wB97M-V/def2-TZVPD

The expectation value of S² is 0.753. The value obtained for the HOMO energy (alpha / beta) is -8.749 / -8.723 eV. The spin multiplicity is 2. As for the relative energy (zero: lowest compared OMol25 entry of this formula, charge and spin): 22.2 kcal per mole. For the HOMO-LUMO gap (alpha / beta), the calculation gives 0.3151 / 0.2847 Eh. The molar mass is 689.07 g/mol.

Geometry as XYZ:
```
64
Properties=species:S:1:pos:R:3:forces:R:3
Br 5.127563 -2.422059 -4.749877 0.0 0.0 0.0
Cu 0.204623 -0.306470 0.357447 0.1 0.2 0.0
S 4.620687 0.166487 -1.326509 0.0 0.0 0.0
S 2.939713 -1.467269 0.547400 0.0 -0.1 0.1
O 0.254726 -0.298187 2.251665 -0.2 0.0 0.2
O -0.096737 -1.345761 -1.157387 0.1 0.0 -0.2
O -2.181154 0.915432 -1.576058 0.0 0.0 -0.1
O -3.937949 -0.331416 -2.181670 0.1 0.0 -0.1
O 0.812875 -3.352027 -1.518444 0.1 0.0 0.0
O -0.921625 -0.979936 4.039077 0.0 0.0 0.0
N -0.028845 3.904719 0.760318 0.0 0.0 0.0
N 5.533739 -0.926980 0.783628 0.1 -0.1 -0.1
N -2.005698 -0.490860 0.791336 0.1 -0.3 0.0
N 2.320323 3.358060 1.030829 -0.1 -0.1 0.0
N 0.760776 1.660885 0.230031 0.0 0.0 0.0
N 1.364849 3.536392 -1.198763 0.0 0.0 0.1
C -0.358960 2.488018 0.783246 0.1 0.1 -0.1
C 0.724191 -2.169374 -1.766068 -0.2 0.0 -0.1
C -0.784530 -0.809803 2.847942 0.2 0.1 -0.1
C 0.248059 4.297392 -0.624770 0.1 0.0 0.0
C 2.548447 3.756964 -0.361181 0.0 0.0 0.0
C 1.133479 -0.382439 -3.504810 0.0 0.0 0.0
C 4.381855 -0.810145 0.108510 -0.1 0.1 0.0
C 1.905176 0.165386 -4.521303 0.0 0.0 0.0
C 2.706237 -2.193278 -3.278408 0.0 0.0 0.0
C 6.430409 0.153325 -1.121990 -0.1 0.0 0.0
C 1.183456 4.120950 1.554128 0.0 -0.1 0.0
C -1.901971 -1.217073 1.899423 0.0 0.1 0.0
C 1.024335 2.121721 -1.162416 0.0 0.1 0.0
C 3.474468 -1.617724 -4.271604 0.0 0.0 0.0
C 3.089420 -0.447606 -4.906926 0.0 0.0 0.0
C -3.739384 -1.938443 0.033178 -0.1 0.0 0.0
C 6.650783 -0.093637 0.364566 0.0 0.0 0.0
C 1.979831 1.942239 1.051074 -0.1 0.1 -0.1
C -2.911535 -0.844085 -0.120512 0.0 0.0 -0.1
C -2.709986 -2.317622 2.156416 -0.1 0.0 0.1
C -2.934115 0.003541 -1.355387 -0.1 0.2 0.1
C 1.532888 -1.559529 -2.885351 0.0 0.0 0.1
C -3.628721 -2.690703 1.197699 0.0 0.0 0.0
H 3.707792 -0.021887 -5.686188 0.0 0.0 0.0
H 2.998045 -3.109863 -2.784477 0.0 0.0 0.0
H 2.802967 1.368607 0.633092 0.0 0.0 0.0
H 5.515866 -1.393026 1.677210 0.0 0.0 0.0
H -4.444130 -2.199196 -0.741997 0.0 0.0 0.0
H -0.644947 4.130262 -1.228818 0.0 0.0 0.0
H -3.879710 0.253458 -2.952200 0.0 0.0 0.0
H 6.833812 -0.652026 -1.732928 0.0 0.0 0.0
H 6.840110 1.104427 -1.450363 0.0 0.0 0.0
H 0.995081 3.811435 2.582932 0.0 0.0 0.0
H -4.250720 -3.564441 1.341490 0.0 0.0 0.0
H 0.211198 0.086682 -3.185412 0.0 0.0 0.0
H 0.499790 5.358592 -0.646962 0.0 0.0 0.0
H 1.591799 1.077271 -5.014911 0.0 0.0 0.0
H 1.430869 5.183562 1.544504 0.0 0.0 0.0
H -2.582238 -2.860361 3.082242 0.0 0.0 0.0
H 1.845747 1.530615 -1.569605 0.0 0.0 0.0
H 0.122666 1.945559 -1.748562 0.0 0.0 0.0
H 6.650729 0.849085 0.918655 0.0 0.0 0.0
H -1.242408 2.302144 0.174747 0.0 0.0 0.0
H 7.593100 -0.607476 0.547697 0.0 0.0 0.0
H 3.379688 3.173915 -0.762108 0.0 0.0 0.0
H 2.810151 4.815882 -0.391056 0.0 0.0 0.0
H -0.542878 2.159647 1.805288 0.0 0.0 0.0
H 1.785522 1.604248 2.067450 0.0 0.0 0.0
```
Forces are in eV/Å.

(3)
Molecular formula: C23H25CoFN5SSi
Method: DFT, wB97M-V/def2-TZVPD

The expectation value of S² is 6.034. The value obtained for the HOMO energy (alpha / beta) is 0.762 / 0.169 eV. The spin multiplicity is 5. As for the relative energy (zero: lowest compared OMol25 entry of this formula, charge and spin): 0.0 kcal per mole. For the HOMO-LUMO gap (alpha / beta), the calculation gives 0.1555 / 0.1771 Eh. The charge is -2. The molar mass is 509.57 g/mol.

Geometry as XYZ:
```
57
Properties=species:S:1:pos:R:3:forces:R:3
Co 0.168596 0.390907 -0.271214 0.0 0.0 -0.1
S -0.625151 1.423540 1.829417 0.0 0.0 0.1
Si 3.083651 0.811093 0.960112 0.0 -0.1 -0.1
F 1.264320 -1.198976 -2.434087 0.1 -0.1 0.0
N 2.122490 -0.204910 -0.032883 0.1 0.2 0.1
N -2.475286 0.599477 -0.382300 0.0 0.0 0.1
N -3.006645 1.664443 2.979655 0.0 -0.1 0.0
N -3.167593 0.934704 0.828888 0.1 0.0 0.1
N -0.022294 1.696440 -1.768270 -0.1 0.1 0.0
C -1.615538 -0.502443 -0.357064 0.0 -0.1 -0.1
C 3.229117 -4.054497 -1.396599 0.0 0.0 0.0
C 2.066848 -1.976121 -1.668817 -0.1 0.0 -0.1
C -1.329295 2.192644 -1.939021 0.2 0.0 0.0
C 2.394148 -3.223356 -2.141845 0.0 0.0 0.0
C 0.835195 3.122832 -3.506894 0.0 0.0 0.0
C -3.512312 -1.965091 0.443619 0.0 0.0 0.0
C -0.460823 3.723202 -3.638177 0.0 0.0 0.0
C 2.614807 2.601117 0.672293 0.0 0.0 0.0
C -2.371091 1.280959 1.782617 -0.1 0.1 -0.1
C -3.043817 -4.242821 1.128413 0.0 0.0 0.0
C 3.697245 -3.587046 -0.178213 0.0 0.0 0.0
C 2.514256 -1.444308 -0.438246 -0.1 -0.1 0.0
C 0.962897 2.145971 -2.553805 0.0 0.0 0.0
C -1.247693 -2.804899 0.385571 0.0 -0.1 0.0
C 3.343532 -2.327776 0.287801 0.0 0.0 0.0
C -2.134317 -1.713531 0.163430 0.0 0.0 0.0
C -2.392201 1.707579 -1.255000 -0.1 0.0 0.0
C 2.922974 0.481847 2.810148 0.0 0.0 0.0
C -1.495097 3.285204 -2.890837 0.0 0.0 0.0
C -1.688885 -4.024368 0.852429 0.0 0.0 0.0
C -3.939735 -3.191955 0.909564 0.0 0.0 0.0
C 4.922172 0.687151 0.514085 0.0 0.0 0.0
H 1.682471 3.433591 -4.102419 0.0 0.0 0.0
H 3.203805 3.250775 1.329605 0.0 0.0 0.0
H 5.337010 -0.307092 0.685953 0.0 0.0 0.0
H 1.875025 0.589699 3.101780 0.0 0.0 0.0
H 3.485160 -5.043211 -1.755929 0.0 0.0 0.0
H 1.982270 -3.530833 -3.095521 0.0 0.0 0.0
H -0.613215 4.540448 -4.338333 0.0 0.0 0.0
H -4.997856 -3.341819 1.108422 0.0 0.0 0.0
H -0.968844 -4.822943 1.004152 0.0 0.0 0.0
H 3.689658 -2.011283 1.264062 0.0 0.0 0.0
H 5.500219 1.405439 1.104646 0.0 0.0 0.0
H 5.061414 0.929042 -0.543237 0.0 0.0 0.0
H -4.222658 -1.165873 0.283720 0.0 0.0 0.0
H -2.479636 3.731526 -2.982316 0.0 0.0 0.0
H 3.517457 1.199338 3.386882 0.0 0.0 0.0
H -3.390258 -5.201587 1.498115 0.0 0.0 0.0
H -3.922006 1.239155 3.041422 0.0 0.0 0.0
H -3.345592 2.215051 -1.354864 0.0 0.0 0.0
H -0.194233 -2.656616 0.173283 0.0 0.0 0.0
H 1.926136 1.672309 -2.378631 0.0 0.0 0.0
H 4.332371 -4.216253 0.436642 0.0 0.0 0.0
H 1.558001 2.789271 0.874437 0.0 0.0 0.0
H 3.246276 -0.525321 3.083693 0.0 0.0 0.0
H 2.809621 2.892549 -0.362366 0.0 0.0 0.0
H -2.426668 1.464928 3.779830 0.0 0.0 0.0
```
Forces are in eV/Å.

Number 1 is which compound?
C23H24N6OSeTi